Version a
A 2-piece molecular cluster, CHNO3S overall. Source: OMol25; level of theory: ωB97M-V with the def2-TZVPD basis set.

Each line ends with the Mulliken charge.
Atoms and positions in Å:
C  -1.78  0.00  -0.58  0.579
N  -1.56  -0.14  0.58  -0.401
O  -1.86  0.36  -1.69  -0.417
O  1.22  -0.13  -0.04  -0.310
O  3.61  0.06  0.61  -0.386
S  2.44  0.56  -0.11  0.667
H  -2.07  -0.71  1.23  0.267

multiplicity	1
HOMO	-11.0418	eV

Version b
CHNO3S as an isolated structure. Source: OMol25; level of theory: ωB97M-V with the def2-TZVPD basis set.

Each line ends with the Mulliken charge.
Atoms and positions in Å:
C  1.14  -1.04  -0.77  -0.173
N  0.37  -0.24  -1.00  0.538
O  -0.56  0.54  -1.01  -0.589
O  -2.13  -0.05  1.04  -0.425
O  -0.06  0.97  1.59  -0.434
S  -1.31  1.13  0.98  0.728
H  2.54  -1.30  -0.83  0.355

multiplicity	1
HOMO	-10.6504	eV

Which of them is the most stable? Correct choice: version a.

Version a
C10H17N2 as an isolated structure. Source: OMol25; level of theory: ωB97M-V with the def2-TZVPD basis set.

Each line ends with the Mulliken charge.
Atoms and positions in Å:
C  -3.65  0.12  0.32  -0.481
C  -3.10  0.98  -0.53  -0.747
C  -2.93  -0.96  0.84  -0.693
C  -1.70  0.85  -0.92  -0.437
C  -1.55  -1.08  0.57  -0.018
C  -0.96  -0.17  -0.29  1.130
C  1.53  -0.47  1.37  -1.142
C  1.05  1.69  0.60  -0.540
C  2.92  0.22  -0.35  -0.879
C  0.49  -0.16  -0.74  -1.221
N  1.09  -1.80  -1.37  -0.587
N  1.52  0.33  0.15  0.337
H  -4.67  0.12  0.57  0.444
H  -3.65  1.75  -1.08  0.366
H  -3.47  -1.68  1.57  0.296
H  -1.12  1.23  -1.83  0.340
H  -0.93  -1.88  1.04  0.305
H  1.55  -1.58  1.14  0.281
H  2.51  -0.09  1.86  0.378
H  0.51  -0.34  1.76  0.635
H  0.26  2.02  -0.06  0.290
H  0.71  1.72  1.70  0.309
H  1.81  2.48  0.35  0.336
H  3.19  -0.84  -0.31  0.385
H  3.04  0.50  -1.47  0.307
H  3.54  0.88  0.22  0.446
H  0.59  0.36  -1.73  0.593
H  0.94  -1.59  -2.35  0.273
H  0.46  -2.62  -1.04  0.292

net charge	+1
multiplicity	1
HOMO	-12.8431	eV

Version b
A 2-piece molecular cluster, C10H17N2 overall. Source: OMol25; level of theory: ωB97M-V with the def2-TZVPD basis set.

Each line ends with the Mulliken charge.
Atoms and positions in Å:
C  -2.11  1.60  2.45  -0.522
C  -1.98  1.31  1.08  -0.206
C  -1.06  0.96  3.17  -0.578
C  -1.03  0.41  1.13  0.011
C  0.64  -2.03  0.24  -0.620
C  -0.82  -2.13  -0.38  -0.389
C  1.35  -0.93  -0.54  -0.636
C  -0.85  -0.91  -1.27  -0.848
C  1.22  2.14  -0.50  -0.996
C  0.64  1.20  -1.58  -0.671
N  -0.32  0.20  2.32  0.134
N  0.30  -0.07  -0.97  0.422
H  -2.93  2.28  2.70  0.416
H  -2.75  1.63  0.34  0.422
H  -0.70  0.97  4.21  0.436
H  0.44  -1.67  1.25  0.047
H  1.20  -3.00  0.33  0.440
H  -1.03  -3.05  -0.96  0.372
H  -1.53  -2.21  0.52  0.234
H  2.02  -0.54  0.21  0.252
H  1.88  -1.26  -1.45  0.483
H  -0.79  -1.00  -2.33  0.603
H  -1.80  -0.39  -1.09  0.268
H  1.50  3.05  -1.11  0.381
H  0.60  2.27  0.30  0.296
H  2.17  1.70  -0.07  0.275
H  1.45  1.00  -2.38  0.325
H  -0.19  1.60  -2.07  0.442
H  0.55  -0.24  2.43  0.208

net charge	+1
multiplicity	1
HOMO (alpha / beta)	-12.8687 / -12.8780	eV

Which of them is the most stable? Correct choice: version a.

Version a
A 2-piece molecular cluster, C5H9N3O2 overall. Source: OMol25; level of theory: ωB97M-V with the def2-TZVPD basis set.

Each line ends with the Mulliken charge.
Atoms and positions in Å:
C  -0.04  -1.85  0.42  -0.163
C  1.05  -1.33  1.03  -0.481
C  0.22  0.15  -0.35  0.437
C  -0.05  1.37  -1.14  -1.021
C  2.35  0.77  0.95  -0.870
N  -0.57  -0.99  -0.43  -0.471
N  1.28  -0.06  0.44  0.229
N  -3.32  0.26  -0.22  0.203
O  -4.46  0.67  -0.26  -0.450
O  -3.13  -0.94  -0.80  -0.362
H  -0.46  -2.89  0.63  0.312
H  1.90  -1.90  1.45  0.258
H  0.46  1.40  -2.14  0.272
H  0.15  2.34  -0.66  0.326
H  -1.22  1.30  -1.46  0.236
H  2.67  1.39  0.15  0.396
H  2.07  1.41  1.78  0.298
H  3.23  0.11  1.28  0.263
H  -2.12  -1.20  -0.67  0.589

multiplicity	1
HOMO	-9.0966	eV
SMILES	Cc1nccn1C.O=NO

Version b
A single C5H9N3O2 molecule. Source: OMol25; level of theory: ωB97M-V with the def2-TZVPD basis set.

Each line ends with the Mulliken charge.
Atoms and positions in Å:
C  1.84  1.25  0.83  -0.125
C  2.26  -1.22  0.11  -0.061
C  -1.67  0.76  -0.55  -1.273
C  0.33  1.14  0.88  -0.221
C  -0.15  0.72  -0.47  -0.223
N  3.58  0.44  -0.70  -0.692
N  2.71  1.05  -0.10  0.921
N  2.31  -2.47  0.48  -0.303
O  2.59  2.38  0.09  -0.508
O  3.45  -0.90  -0.46  -0.168
H  -2.17  0.26  -1.49  0.293
H  -2.07  0.23  0.24  0.411
H  -1.98  1.80  -0.28  0.290
H  0.14  0.30  1.50  0.319
H  0.04  2.18  1.11  0.402
H  0.22  1.41  -1.36  0.231
H  0.27  -0.23  -0.73  0.258
H  1.56  -2.95  0.85  0.192
H  3.21  -3.03  0.24  0.260

multiplicity	1
HOMO	-7.7854	eV

Which of them is the most stable? Correct choice: version a.